a.
2 unconnected molecules or ions with the total composition CH3FNO2S. Source: OMol25; level of theory: ωB97M-V/def2-TZVPD.

Last column: natural (NBO) charge in e.
Geometry (Å):
1 C 2.180 0.070 -0.925  0.14
2 N -1.966 -0.208 -0.395  -1.09
3 O -0.510 0.715 1.410  -1.07
4 O -0.406 -1.675 1.145  -1.04
5 F 2.451 1.273 -0.493  -0.36
6 S -0.417 -0.381 0.460  1.68
7 H 2.758 -0.625 -0.097  0.03
8 H -1.590 0.284 -1.228  0.34
9 H -2.501 0.546 0.123  0.36

The HOMO energy (spin up / spin down) is -0.12981 / -0.12980 hartree. Its spin multiplicity is 1. Its charge is -1. As for the HOMO-LUMO gap (spin up / spin down): 7.34 / 7.34 eV.

***

b.
2 unconnected molecules or ions with the total composition CH3FNO2S. Source: OMol25; level of theory: ωB97M-V/def2-TZVPD.

Last column: natural (NBO) charge in e.
Geometry (Å):
1 C 1.441 0.045 -1.138  0.50
2 N 2.359 -0.637 -0.574  -0.68
3 O -1.770 -0.247 0.742  -1.06
4 O -4.163 -0.166 1.484  -1.05
5 F 1.511 1.432 -1.334  -0.36
6 S -2.869 0.560 1.192  1.37
7 H 0.528 -0.440 -1.394  0.19
8 H 3.248 -0.187 -0.356  0.35
9 H -3.184 1.680 -0.029  -0.26

The HOMO energy is -0.09673 hartree. Its spin multiplicity is 1. Its charge is -1. As for the HOMO-LUMO gap: 6.27 eV.

***

Pick b: it beats the second-best structure by 1.936 eV.

***

a.
4 unconnected molecules or ions with the total composition C2H13N2O3. Source: OMol25; level of theory: ωB97M-V/def2-TZVPD.

Last column: natural (NBO) charge in e.
Geometry (Å):
1 C -0.742 -0.731 -0.749  0.07
2 C -0.504 0.569 -0.979  -0.28
3 N 0.604 1.180 -0.240  -0.96
4 N -1.671 -1.357 -1.545  -0.81
5 H -0.136 -1.385 -0.153  0.22
6 H -1.115 1.183 -1.590  0.21
7 H 0.349 1.320 0.744  0.45
8 H 1.449 0.572 -0.190  0.39
9 H 1.055 2.021 -0.650  0.30
10 H -2.298 -0.828 -2.122  0.38
11 H -1.862 -2.340 -1.489  0.39
12 H 3.297 -0.218 -1.272  0.41
13 H 2.756 -1.686 -1.285  0.47
14 O 2.518 -0.782 -1.439  -1.06
15 H 1.651 1.401 2.892  0.45
16 H 0.575 0.270 3.037  0.48
17 O 0.972 0.900 2.422  -1.10
18 H -2.379 0.395 0.854  0.48
19 H -2.510 -0.235 2.289  0.48
20 O -2.010 -0.250 1.466  -0.97

The HOMO energy (spin up / spin down) is -0.09641 / -0.31349 hartree. Its spin multiplicity is 2. As for the HOMO-LUMO gap (spin up / spin down): 3.24 / 8.95 eV.

***

b.
4 unconnected molecules or ions with the total composition C2H13N2O3. Source: OMol25; level of theory: ωB97M-V/def2-TZVPD.

Last column: natural (NBO) charge in e.
Geometry (Å):
1 C 0.485 -0.145 -1.090  -0.30
2 C 1.244 -0.750 -0.087  0.10
3 N 2.497 -1.259 -0.298  -0.80
4 N -0.800 0.359 -0.767  -0.70
5 H 0.804 -0.467 -2.087  0.21
6 H 0.815 -1.037 0.803  0.22
7 H 2.760 -2.007 0.266  0.38
8 H 3.203 -1.065 -1.048  0.40
9 H -0.786 1.430 -1.031  0.48
10 H -1.111 0.221 0.208  0.43
11 H -1.444 -0.182 -1.270  0.31
12 H -1.585 -2.686 1.669  0.47
13 H -1.922 -2.679 0.234  0.47
14 O -1.524 -2.213 0.906  -1.04
15 H 1.908 1.107 2.244  0.45
16 H 0.393 1.416 2.663  0.32
17 O 0.980 1.036 1.957  -1.31
18 H -2.161 3.011 -0.341  0.47
19 H -2.867 2.257 -1.392  0.46
20 O -1.989 2.721 -1.163  -1.02

The HOMO energy (spin up / spin down) is -0.06780 / -0.30790 hartree. Its spin multiplicity is 2. As for the HOMO-LUMO gap (spin up / spin down): 1.79 / 8.69 eV.

***

Pick a: it beats the second-best structure by 2.014 eV.

***

a.
A single C9H10N2O2 molecule. Source: OMol25; level of theory: ωB97M-V/def2-TZVPD.

Last column: natural (NBO) charge in e.
Geometry (Å):
1 C 3.443 -0.033 2.811  -0.03
2 C 2.406 0.927 2.461  -0.37
3 C 1.305 0.267 2.007  0.34
4 C 0.004 0.804 1.453  -0.44
5 C -0.245 0.164 0.105  -0.39
6 C -1.516 0.642 -0.566  -0.44
7 C -1.864 -0.127 -1.861  0.34
8 C -1.202 -1.107 -2.534  -0.38
9 C -1.903 -1.374 -3.755  -0.04
10 N -2.950 -0.584 -3.770  -0.12
11 O -2.983 0.212 -2.578  -0.30
12 O 1.689 -1.033 1.932  -0.32
13 N 2.975 -1.227 2.585  -0.11
14 H 4.453 0.182 3.227  0.23
15 H 2.498 1.971 2.654  0.22
16 H 0.090 1.903 1.376  0.23
17 H -0.829 0.567 2.083  0.23
18 H 0.615 0.329 -0.539  0.21
19 H -0.309 -0.944 0.177  0.22
20 H -1.420 1.710 -0.758  0.23
21 H -2.328 0.494 0.170  0.22
22 H -0.245 -1.543 -2.228  0.23
23 H -1.686 -2.200 -4.452  0.24

The SMILES is c1cc(CCCc2ccno2)on1. The HOMO energy is -0.35395 hartree. Its spin multiplicity is 1. As for the HOMO-LUMO gap: 10.36 eV.

***

b.
A single C9H10N2O2 molecule. Source: OMol25; level of theory: ωB97M-V/def2-TZVPD.

Last column: natural (NBO) charge in e.
Geometry (Å):
1 C 0.378 1.881 1.603  -0.41
2 N 0.201 1.706 0.130  -0.34
3 C -0.641 2.614 -0.611  -0.15
4 C -0.314 2.189 -1.925  -0.04
5 N 0.390 1.169 -1.987  -0.51
6 C 0.772 0.715 -0.750  0.31
7 C 1.247 -0.713 -0.623  0.05
8 O 1.745 -1.341 -1.745  -0.66
9 C 0.213 -1.456 0.201  0.28
10 C -0.499 -2.614 -0.322  -0.33
11 C -1.155 -3.061 0.791  -0.31
12 C -1.029 -2.024 1.800  0.01
13 O -0.249 -1.070 1.325  -0.39
14 H 1.335 1.229 1.849  0.22
15 H -0.421 1.655 2.344  0.22
16 H 0.502 3.067 1.661  0.21
17 H -1.259 3.490 -0.393  0.24
18 H -0.634 2.620 -2.903  0.20
19 H 1.998 -0.545 0.315  0.18
20 H 0.992 -0.975 -2.429  0.50
21 H -0.515 -2.775 -1.469  0.25
22 H -1.359 -4.238 0.597  0.26
23 H -1.698 -1.521 2.541  0.21

The SMILES is Cn1ccnc1[C@H](O)c1ccco1. The HOMO energy is -0.29553 hartree. Its spin multiplicity is 1. As for the HOMO-LUMO gap: 8.79 eV.

***

Pick a: it beats the second-best structure by 2.619 eV.